# 1
Formula: C35H75BrIN2O18P4S6
Source: the Open Molecules 2025 dataset
Level of theory: ωB97M-V with the def2-TZVPD basis set

The HOMO energy is -10.44 eV. As for the charge: +1. The calculation puts the molecular weight at 1335.09 g/mol. The max |F| comes out at 6.89 eV/A.

Last column: Mulliken charge in e.
Atoms and positions in Å:
C 6.54852 3.41789 -0.73050  -0.64
O 5.12535 3.64488 -0.43093  -0.35
C 4.25359 2.80328 -1.31045  -0.31
C 3.80049 1.50620 -0.41621  -0.01
C 2.52214 1.77572 0.59018  0.27
C 1.19203 0.84060 0.19299  -0.33
C -0.20590 1.35566 0.80277  -2.18
C -1.57570 1.41584 -0.09626  1.33
P -2.45071 2.73577 1.05469  0.39
O -1.78115 4.18023 0.96358  -0.72
O -2.23043 2.26978 2.75746  -0.36
O -4.13420 2.95918 0.83494  -0.41
C -2.34669 -0.08738 -0.17466  -0.07
O -1.21053 -0.96887 -0.15425  0.38
C -1.19983 -2.21833 -0.80932  -0.51
C 0.42641 -2.62503 -0.96275  -0.01
N 0.65633 -3.75621 -1.93902  -0.30
C 2.03089 -4.38673 -1.72701  -0.71
C 3.15362 -3.28608 -2.22444  0.53
C 4.14887 -3.87324 -3.43108  -0.85
O 3.91347 -2.75096 -1.07116  -0.40
P -3.28253 -0.75650 1.34559  0.70
O -3.70003 -2.48004 1.15626  -0.58
O -2.32727 -0.75685 2.84405  -0.37
S -4.98705 0.02289 1.79505  -0.37
C -3.17824 -0.04701 -1.59982  0.15
C -4.74565 0.43061 -1.63293  -0.71
C -5.41188 0.47843 -3.14650  -0.56
C -6.96509 1.06486 -2.94296  -0.79
I -5.70848 -1.55728 -4.01124  0.04
C -2.03571 0.82121 -2.45508  -0.25
P -0.81231 -0.11635 -3.56644  0.38
O -1.72110 -1.43853 -4.33434  -0.49
Br -0.05850 1.07359 -5.33869  -0.24
N -1.52581 1.96015 -1.54032  0.61
S -2.74362 3.17158 -2.02670  -0.21
P -0.11090 2.84353 -2.15440  0.11
C -0.56597 4.08196 -3.57605  -1.06
O 0.56566 3.94003 -0.93001  -0.45
H 6.77286 2.41839 -1.29765  0.31
H 6.96146 4.33501 -1.33861  0.25
H 7.13619 3.40736 0.29914  0.20
H 4.80522 2.43016 -2.27375  0.33
H 3.25558 3.40958 -1.54793  -0.01
H 3.60992 0.52193 -1.06484  0.06
H 4.74149 1.23179 0.26540  0.22
H 2.86864 1.36652 1.65714  -0.68
H 2.25811 2.90218 0.75514  0.37
H 1.19144 0.57991 -0.97252  -0.08
H 1.43792 -0.21190 0.70512  0.41
H 0.04472 2.40157 1.32663  0.79
H -0.46049 0.65227 1.73529  0.25
H -3.09887 2.44408 3.23884  0.30
H -4.55903 3.29441 1.70216  0.36
H -1.59767 -2.32984 -1.89747  0.14
H -1.62814 -3.16569 -0.21987  0.08
H 0.73644 -3.01338 0.11672  0.21
H 1.08965 -1.66722 -1.15399  -0.22
H 0.52081 -3.45431 -2.93064  0.35
H 2.17952 -5.36166 -2.39170  0.30
H 2.21952 -4.73772 -0.61315  0.35
H 2.59300 -2.36266 -2.72361  -0.10
H 3.48456 -4.53610 -4.13769  0.32
H 4.51421 -2.90057 -4.01436  0.31
H 5.06492 -4.43888 -2.96895  0.01
H 4.12793 -3.47778 -0.40846  0.28
H -2.91160 -2.95660 1.56432  0.35
H -1.48047 -1.24538 2.61739  0.38
H -3.24739 -1.01043 -2.26602  0.25
H -5.37124 -0.39375 -1.04143  0.46
H -4.95823 1.47967 -1.15085  0.06
H -4.86400 1.19830 -3.88865  0.43
H -7.38183 1.54524 -3.93380  0.33
H -7.60890 0.10493 -2.64600  0.31
H -6.95222 1.79060 -2.02423  0.24
H -2.74600 1.34132 -3.26154  0.38
H -2.02384 -1.06576 -5.22212  0.36
H -2.41402 4.43819 -1.53672  0.26
H -1.21725 3.60857 -4.42343  0.30
H -0.96356 5.11924 -3.17512  0.44
H 0.48337 4.33852 -4.08613  0.35
H 0.69042 4.83928 -1.35795  0.29
C -11.14192 4.54320 -3.90732  -0.60
C -10.82480 3.99780 -2.51571  -0.59
C -11.00474 2.48148 -2.56542  -0.59
S -10.67891 1.99471 -4.25318  1.03
O -11.90419 1.48212 -4.82946  -0.67
O -9.43073 1.26000 -4.30510  -0.60
C -10.40350 3.63887 -4.88286  -0.64
H -10.83307 5.58711 -4.01449  0.34
H -12.22204 4.48868 -4.08847  0.31
H -9.78610 4.23777 -2.25794  0.26
H -11.46496 4.44645 -1.74967  0.32
H -10.30495 1.97128 -1.89869  0.32
H -12.03050 2.19195 -2.32119  0.36
H -10.77658 3.71475 -5.90562  0.40
H -9.32652 3.83019 -4.85918  0.32
C 4.03358 1.68617 6.27327  -0.46
C 5.55039 1.66458 6.09045  -0.73
C 5.88751 0.47354 5.19499  -0.67
S 4.45406 0.20210 4.16387  1.17
O 3.87652 -1.08058 4.50635  -0.71
O 4.77223 0.56969 2.79855  -0.60
C 3.44776 1.48462 4.88368  -0.52
H 3.69182 2.62374 6.72137  0.37
H 3.72890 0.86436 6.93223  0.23
H 5.87248 2.59387 5.60505  0.33
H 6.07273 1.59751 7.04990  0.34
H 6.75575 0.67810 4.56346  0.36
H 6.05911 -0.43276 5.78222  0.35
H 2.40161 1.17429 4.89935  0.11
H 3.56500 2.38452 4.27256  0.38
C -2.10716 0.65288 6.57194  -0.34
C -1.37531 -0.66279 6.31119  -0.23
C 0.06471 -0.48952 6.79116  -0.12
S 0.01280 0.72744 8.09805  1.15
O 0.73012 1.90588 7.65886  -0.62
O 0.28811 0.07906 9.36464  -0.69
C -1.73505 1.05770 7.99053  -0.82
H -3.18954 0.54554 6.45548  0.42
H -1.76339 1.41424 5.86159  0.13
H -1.85880 -1.46763 6.87812  0.32
H -1.40805 -0.94130 5.25324  -0.17
H 0.47384 -1.42472 7.18172  0.42
H 0.70832 -0.10487 5.99525  -0.16
H -1.93021 2.11039 8.20209  0.44
H -2.24096 0.42520 8.72609  0.35
C 9.85466 -6.69096 -2.63776  -0.58
C 9.08189 -7.80665 -1.93587  -0.64
C 7.76381 -7.21176 -1.44306  -0.65
S 7.37602 -5.86746 -2.55398  1.28
O 7.43518 -4.62542 -1.81239  -0.67
O 6.23127 -6.23333 -3.36400  -0.70
C 8.84886 -6.00215 -3.54807  -0.73
H 10.70692 -7.08024 -3.20232  0.34
H 10.23609 -5.98103 -1.89415  0.29
H 8.87818 -8.61406 -2.64967  0.30
H 9.65463 -8.23702 -1.10844  0.32
H 6.95620 -7.94775 -1.46762  0.34
H 7.86256 -6.80042 -0.43474  0.38
H 9.17185 -5.01187 -3.87367  0.39
H 8.61132 -6.62537 -4.41537  0.36

Cartesian forces, eV/Å:
1.00 0.58 0.65
0.33 -1.61 -2.25
-0.98 -0.70 1.03
0.61 -0.56 0.46
0.12 -0.91 0.96
1.47 -1.38 -0.29
1.07 0.01 1.56
-0.90 -0.57 2.97
0.02 6.08 3.23
-1.97 -5.37 -0.64
-1.96 0.50 -3.04
1.88 -0.37 1.80
0.68 -0.18 -1.02
-0.50 0.18 -0.76
2.35 -4.04 -1.60
0.05 0.25 1.19
0.23 0.23 1.31
0.89 0.19 -1.20
0.47 -0.57 -0.47
-0.55 1.24 0.79
-0.60 -1.38 -0.34
-2.51 -1.70 3.33
3.42 2.76 0.61
0.26 -1.08 -4.21
0.75 0.20 -0.36
1.00 -0.22 -0.88
-0.60 -0.06 -0.31
-0.99 1.54 1.17
0.66 -1.20 0.23
0.70 1.21 0.37
-4.26 0.85 -2.40
1.59 -3.32 0.41
0.40 3.91 -0.29
-1.01 -0.05 0.35
-2.28 0.17 1.07
-3.03 1.38 0.60
6.05 1.75 -1.24
0.75 1.35 -0.59
-1.79 -0.69 -2.75
-0.60 1.85 1.08
-0.78 -1.84 0.96
-1.29 -0.07 -2.14
-1.03 1.00 1.75
2.36 -1.06 0.28
0.25 2.23 1.21
-2.10 0.62 -1.48
-0.80 1.00 -2.34
0.47 -2.03 -0.70
-0.23 0.88 2.47
-0.68 2.24 -1.25
-0.96 -1.99 -1.51
0.20 1.59 -2.25
1.48 -0.54 -0.90
1.04 -0.78 -1.93
0.21 0.86 1.93
0.48 2.46 -1.04
-0.46 0.74 -2.30
-1.47 -1.73 0.23
0.43 -0.26 1.28
-0.71 2.11 1.32
-0.67 1.04 -2.18
1.07 -1.86 1.37
1.53 1.19 1.29
-0.60 -2.30 1.13
-2.12 1.11 -1.14
-0.45 1.20 -1.60
-1.43 0.35 -0.76
-0.93 0.72 0.59
0.45 1.19 1.91
1.53 1.85 -1.16
0.64 -2.12 -0.79
-0.76 -1.65 1.28
0.98 -1.09 2.31
1.17 2.43 -0.72
-0.12 -1.10 -1.87
1.48 -0.83 1.58
0.17 -0.96 1.40
0.48 -1.34 0.37
1.12 0.98 1.87
0.47 -2.16 -0.90
-1.95 -0.82 1.23
-0.46 -1.28 0.78
-0.21 0.19 0.01
0.09 0.27 0.23
-0.10 0.05 0.71
-0.26 -0.18 -0.33
0.68 0.00 0.20
-0.74 -0.07 -0.25
0.06 0.50 -0.25
-0.07 -0.16 -0.01
0.16 0.02 -0.03
-0.13 -0.02 -0.04
0.13 -0.10 -0.11
-0.16 -0.10 -0.21
0.17 -0.06 -0.16
0.08 -0.21 0.10
-0.12 -0.09 -0.02
-0.06 0.01 0.32
0.13 0.30 0.13
0.65 0.00 0.29
0.07 0.16 -0.10
0.04 0.20 -0.40
-0.20 -0.49 0.22
-0.33 0.36 0.20
-0.02 -0.22 -0.06
-0.04 0.15 -0.08
-0.04 -0.13 0.06
-0.07 0.01 -0.18
-0.22 -0.21 -0.02
-0.12 0.06 -0.19
0.13 -0.03 -0.12
-0.01 -0.16 0.00
-0.13 0.10 -0.25
-0.21 -0.27 -0.14
0.14 -0.51 -0.46
0.05 -0.15 0.68
0.03 -0.30 0.20
0.16 0.53 -0.56
-0.55 0.17 -0.04
0.15 0.02 0.01
-0.04 -0.05 0.08
0.07 0.13 -0.08
-0.02 0.04 0.20
0.10 0.29 0.02
-0.03 0.00 0.21
0.19 -0.12 0.10
0.15 0.09 -0.05
0.26 0.04 0.13
0.19 -0.34 -0.03
0.00 -0.52 0.49
0.09 -0.09 -0.24
-0.36 -0.28 -0.27
0.24 0.27 0.39
0.45 0.02 -0.33
-0.13 0.09 0.08
-0.03 -0.06 -0.14
0.03 0.12 0.10
-0.13 0.05 -0.14
0.01 0.29 0.01
-0.08 0.06 -0.20
-0.23 -0.05 0.05
-0.06 0.11 0.12

=====

# 2
Formula: C35H75MnN2O2Sb2Si6
Source: the Open Molecules 2025 dataset
Level of theory: ωB97M-V with the def2-TZVPD basis set

The expectation value of S² is 8.758. The HOMO energy (alpha / beta) is -9.56 / -9.59 eV. As for the charge: +1. Its multiplicity is 6. The calculation puts the molecular weight at 1022.97 g/mol. The max |F| comes out at 0.81 eV/A. The value obtained for the energy above the lowest of the compared OMol25 structures with the same formula, charge and spin is 72.1 kJ/mol.

Last column: Mulliken charge in e.
Atoms and positions in Å:
Mn -0.41227 -0.43019 0.62232  2.34
C 0.23943 -0.24413 4.56300  -0.74
O -0.44211 -0.73338 3.41223  0.07
C -1.15793 -1.91452 3.73773  -1.11
C -1.96642 -2.29132 2.52988  -0.01
O -1.12584 -2.49199 1.39228  -0.47
C -0.39948 -3.72693 1.49195  -0.61
H -0.46694 -0.10320 5.38514  0.36
H 0.68210 0.70999 4.31182  0.01
H 1.02395 -0.94073 4.86863  0.25
H -1.82328 -1.73350 4.58776  0.58
H -0.45823 -2.70525 4.02598  0.51
H -2.65323 -1.48152 2.27498  -0.85
H -2.55283 -3.19290 2.72115  0.57
H -1.08402 -4.51944 1.79898  0.36
H 0.41915 -3.64363 2.20708  0.31
H 0.00015 -3.94428 0.50803  0.03
C 1.50557 -2.45257 -3.72141  -1.42
Sb 1.14436 -2.46201 -1.61003  -0.78
C -0.32461 -0.85505 -1.48532  0.17
C 0.10488 0.35537 -2.26846  0.48
C 0.60090 1.52171 -1.66172  2.48
C 1.01499 2.59767 -2.42275  -0.62
C 0.91770 2.52794 -3.80212  -1.07
C 0.41057 1.35548 -4.33883  -0.74
N 0.02487 0.30819 -3.61249  0.07
Si -1.95814 -1.63020 -2.07674  1.22
C -2.60319 -1.10770 -3.75613  -1.34
C -1.96448 -3.51592 -2.10741  -1.21
C -3.34399 -1.22338 -0.85821  0.49
C 3.18531 -1.93737 -0.80975  3.33
C 3.08474 -1.10486 0.42844  -3.14
C 4.14460 -1.03051 1.35401  -0.55
C 4.12212 -0.14187 2.40728  -1.28
C 3.02287 0.69936 2.56451  -1.13
C 2.00347 0.53121 1.66097  -0.07
N 1.99265 -0.34444 0.64901  1.26
Si 4.38202 -1.04421 -2.01385  0.09
C 5.93315 -0.44720 -1.13820  -1.28
C 3.62063 0.50042 -2.70840  -0.59
C 4.94162 -2.15755 -3.40945  -1.12
Si 3.86789 -3.70042 -0.42793  0.63
C 3.05492 -4.34684 1.13789  -1.10
C 3.50024 -4.89699 -1.82187  -1.27
C 5.72673 -3.81093 -0.16907  -1.23
H 0.52296 -2.43186 -4.19159  0.37
H 2.02908 -3.36771 -3.99851  0.54
H 2.05875 -1.58066 -4.06148  0.37
H 0.69315 1.58318 -0.58466  -2.04
H 1.41639 3.48302 -1.94234  0.42
H 1.22845 3.34310 -4.44128  0.48
H 0.31340 1.24284 -5.41504  0.43
H -2.07002 -1.62822 -4.55490  0.34
H -2.50891 -0.03994 -3.94764  0.25
H -3.65974 -1.39047 -3.81923  0.47
H -1.17525 -3.98040 -2.70093  0.35
H -2.91874 -3.80874 -2.55828  0.43
H -1.92999 -3.94747 -1.10239  0.15
H -3.54093 -0.15141 -0.78478  -1.01
H -3.09707 -1.58883 0.13906  -0.51
H -4.27699 -1.71199 -1.15680  0.68
H 5.01077 -1.65627 1.20414  0.36
H 4.96106 -0.09048 3.09002  0.48
H 2.96358 1.43547 3.35365  0.55
H 1.12032 1.16985 1.74586  -0.15
H 5.71765 0.35120 -0.42470  0.36
H 6.58808 -0.02294 -1.90606  0.44
H 6.49851 -1.22481 -0.62315  0.31
H 3.38092 1.19799 -1.90283  0.10
H 2.71048 0.33196 -3.28484  -0.10
H 4.35061 0.98748 -3.36230  0.57
H 5.59981 -2.96027 -3.07043  0.30
H 5.51903 -1.53943 -4.10401  0.47
H 4.12269 -2.60204 -3.97317  0.34
H 2.12306 -4.86217 0.89749  0.30
H 2.83626 -3.55512 1.85921  0.14
H 3.71334 -5.06699 1.63061  0.55
H 2.43792 -5.12592 -1.92180  0.32
H 4.01600 -5.83503 -1.59408  0.52
H 3.87110 -4.55073 -2.78771  0.35
H 6.09144 -3.33354 0.74226  0.41
H 6.30600 -3.42383 -1.00840  0.32
H 5.96059 -4.87654 -0.08099  0.50
C -1.99098 5.54909 1.87251  -1.23
Si -0.96698 3.99164 1.78026  0.60
C -0.33209 3.60758 3.49741  -0.57
C 0.49224 4.29833 0.65291  -0.88
Sb -2.17792 1.90231 0.87226  -1.49
Si -4.04586 1.64437 2.63798  0.72
C -5.27304 0.38535 2.00828  -1.03
C -3.29503 1.01949 4.23139  -0.22
C -4.90725 3.25397 3.02535  -1.04
Si -3.52712 2.91812 -1.11750  0.60
C -2.31630 3.35316 -2.45724  -0.51
C -4.77710 1.70170 -1.78318  -0.99
C -4.43811 4.46128 -0.60115  -1.12
H -1.44006 6.25106 2.50724  0.39
H -2.97797 5.40181 2.31178  0.32
H -2.11556 6.02106 0.89666  0.35
H 0.16683 4.49866 3.89073  0.47
H 0.39741 2.79738 3.49170  -0.23
H -1.13226 3.34247 4.18960  0.25
H 1.07519 5.14676 1.02419  0.58
H 0.15909 4.53963 -0.35955  0.20
H 1.15916 3.43471 0.59071  0.10
H -4.83059 -0.60852 1.90924  0.22
H -5.68383 0.65443 1.03416  0.23
H -6.10551 0.31661 2.71514  0.49
H -2.69325 0.12798 4.06624  -0.49
H -4.09745 0.77225 4.93333  0.52
H -2.65997 1.77068 4.70320  0.33
H -5.27261 3.77987 2.14550  0.22
H -4.25271 3.92897 3.58118  0.25
H -5.76983 3.03147 3.66191  0.40
H -1.86746 2.46178 -2.89850  -0.21
H -1.50602 3.99115 -2.09808  0.24
H -2.84873 3.89571 -3.24539  0.58
H -4.31128 0.94732 -2.42055  0.18
H -5.47487 2.27721 -2.39999  0.49
H -5.35976 1.18825 -1.01825  0.23
H -3.77319 5.25673 -0.26435  0.26
H -5.20061 4.30142 0.15899  0.30
H -4.94703 4.81406 -1.50501  0.44

Cartesian forces, eV/Å:
0.21 -0.53 -0.58
-0.03 -0.03 -0.08
0.00 -0.01 0.05
0.07 0.07 -0.01
-0.05 -0.04 -0.03
-0.07 0.15 0.15
-0.01 0.01 -0.03
0.01 0.01 0.02
0.07 0.13 -0.06
0.01 -0.01 0.02
-0.05 -0.02 0.03
0.00 -0.04 0.02
0.02 0.03 -0.03
-0.02 -0.02 -0.01
-0.01 -0.01 0.00
0.00 0.00 0.00
0.01 0.01 -0.03
0.04 -0.01 -0.03
-0.06 -0.05 0.08
0.07 0.23 -0.19
-0.01 -0.04 -0.07
-0.02 -0.02 0.02
0.01 0.06 -0.03
0.00 -0.02 0.00
-0.03 -0.05 0.02
0.02 -0.02 0.00
0.02 0.01 0.05
0.02 -0.02 -0.05
-0.03 -0.03 0.07
0.00 0.11 0.08
-0.07 0.05 0.14
0.00 -0.03 -0.09
0.01 0.06 -0.03
-0.02 -0.04 -0.01
0.18 -0.20 -0.09
-0.11 0.36 0.27
-0.26 -0.01 0.27
-0.01 -0.01 0.02
0.06 0.01 0.04
-0.05 0.09 -0.04
0.04 -0.07 -0.06
0.01 0.04 -0.01
-0.03 -0.03 0.05
-0.01 -0.04 -0.07
0.07 0.01 0.00
0.01 -0.02 0.00
-0.03 0.03 -0.01
-0.04 -0.02 0.00
0.00 -0.02 0.01
-0.01 -0.04 -0.03
-0.01 -0.01 0.01
0.00 0.00 0.03
0.02 0.08 0.01
-0.04 0.02 0.00
0.04 0.01 0.00
-0.01 0.02 -0.03
0.01 -0.02 0.05
0.03 0.01 -0.06
0.05 -0.22 0.03
-0.01 -0.05 0.08
0.03 0.02 -0.04
-0.01 0.02 0.01
-0.01 -0.01 -0.01
0.00 0.01 -0.03
-0.03 0.01 0.04
0.01 -0.01 -0.02
-0.01 -0.01 0.02
-0.02 0.04 -0.02
0.01 -0.01 -0.03
0.03 0.02 0.03
-0.03 0.00 0.01
-0.03 0.03 -0.03
-0.01 -0.01 0.03
0.05 0.03 0.01
0.02 0.01 0.02
0.02 -0.02 -0.01
-0.02 0.01 -0.02
0.03 -0.01 0.00
-0.02 0.02 0.00
-0.02 -0.04 0.05
0.00 -0.02 -0.02
-0.02 -0.03 0.04
0.00 0.02 0.01
-0.06 0.05 0.00
0.08 -0.06 -0.07
-0.01 0.01 0.07
0.04 0.04 -0.05
-0.08 0.13 0.26
0.05 0.03 -0.02
-0.04 -0.05 -0.05
0.02 -0.04 0.06
-0.03 0.05 0.02
0.06 -0.12 -0.01
0.06 0.06 -0.04
-0.06 -0.01 -0.10
0.03 0.10 0.02
-0.05 0.01 -0.02
0.02 0.00 -0.01
0.02 -0.04 0.03
0.00 -0.03 0.00
0.02 -0.06 -0.01
0.01 0.01 0.01
-0.02 -0.02 -0.01
0.02 -0.01 0.06
0.00 0.04 0.02
-0.01 0.02 -0.01
-0.01 0.01 0.05
0.02 -0.02 -0.02
-0.01 0.02 0.02
0.02 0.01 -0.01
0.00 -0.01 0.00
0.00 0.00 0.01
-0.02 -0.02 -0.02
0.03 0.03 0.00
0.02 0.00 0.00
-0.04 -0.01 -0.03
0.02 -0.03 0.01
-0.05 0.07 0.02
0.01 -0.02 -0.01
0.00 0.04 -0.03
-0.05 -0.04 -0.01
0.00 -0.03 -0.02
0.00 0.03 0.04